Molecular formula: C15H25N3O2S
Method: DFT, wB97M-V/def2-TZVPD

XYZ file:
```
46
C15H25N3O2S wB97M-V/def2-TZVPD
C 2.909 -3.675 1.110
O 2.926 -2.371 1.724
C 2.225 -1.452 0.839
C 1.712 -0.190 1.654
C 0.703 -0.556 2.812
C -0.815 -0.201 2.460
C -1.450 -1.376 1.611
C -1.315 -2.839 2.009
C -1.879 -3.918 1.191
C -2.588 -3.516 -0.063
N -3.191 -4.294 -1.039
S -3.861 -3.298 -2.173
N -3.452 -1.753 -1.628
C -2.760 -2.044 -0.459
C -2.177 -0.957 0.410
H 1.841 -4.060 1.146
H 3.251 -3.661 0.036
H 3.562 -4.410 1.655
H 3.000 -1.145 0.067
H 1.365 -2.020 0.383
H 2.644 0.219 2.159
H 1.346 0.633 0.972
H 0.961 0.105 3.698
H 0.861 -1.628 3.099
H -1.424 0.028 3.379
H -0.765 0.726 1.817
H -0.780 -3.140 2.949
H -1.779 -5.000 1.452
H -2.284 0.127 0.161
C 0.509 4.433 -3.040
C -0.135 3.049 -3.063
C -0.999 2.751 -1.823
O -0.256 2.430 -0.653
C 0.238 3.554 0.059
N 0.913 2.039 -3.248
H 1.364 4.484 -2.363
H 0.874 4.696 -4.034
H -0.213 5.196 -2.737
H -0.797 3.017 -3.935
H -1.600 1.862 -2.040
H -1.708 3.564 -1.621
H -0.445 4.406 0.011
H 1.223 3.834 -0.320
H 0.359 3.265 1.105
H 0.473 1.129 -3.364
H 1.411 1.953 -2.363
```

Summary:
**HOMO energy**: -8.7564 eV
**Electronic energy**: -35357.7377 eV
**Charge**: 0
**HOMO-LUMO gap**: 7.957 eV
**ΔE to the lowest compared entry with this formula, charge and spin**: 504.3 kJ/mol

Molecular formula: C15H25O6P
Method: DFT, wB97M-V/def2-TZVPD

XYZ file:
```
47
C15H25O6P wB97M-V/def2-TZVPD
C -0.397 2.768 2.816
C -1.808 3.314 2.139
O -2.858 2.286 2.045
C -3.411 1.931 3.362
C -4.089 0.417 3.181
C -3.101 -0.760 3.807
C -2.424 -1.722 2.620
C -1.014 -1.046 2.028
O -0.063 -2.088 1.546
P 1.509 -1.354 1.193
O 2.526 -1.781 2.368
O 1.310 0.370 1.333
O 2.430 0.984 1.591
O 2.211 -1.899 -0.305
C 2.424 -0.748 -1.209
C 2.689 -1.212 -2.777
C 3.716 -2.397 -3.257
C 3.835 -2.739 -4.883
C 2.937 -1.921 -6.026
C 1.924 -0.724 -5.546
C 0.968 0.187 -6.548
C 1.835 -0.389 -3.943
H -0.577 1.735 3.339
H -0.102 3.556 3.658
H 0.424 2.740 1.975
H -2.184 4.338 2.620
H -1.523 3.597 1.015
H -4.241 2.705 3.726
H -2.616 1.816 4.217
H -4.217 0.253 2.017
H -5.155 0.442 3.683
H -3.802 -1.445 4.465
H -2.277 -0.318 4.526
H -2.071 -2.711 3.170
H -3.195 -1.984 1.779
H -1.227 -0.354 1.089
H -0.577 -0.428 2.951
H 2.442 1.755 0.921
H 3.243 -0.005 -0.806
H 1.387 -0.157 -1.223
H 4.344 -2.991 -2.464
H 4.559 -3.579 -5.271
H 2.986 -2.170 -7.182
H 0.030 0.500 -5.886
H 0.584 -0.421 -7.471
H 1.529 1.181 -6.807
H 1.087 0.466 -3.576
```

Summary:
**HOMO energy**: -8.6572 eV
**Electronic energy**: -37518.7101 eV
**Charge**: 0
**SMILES**: CCOCCCCCO[P@](=O)(OO)OCc1cccc(C)c1
**HOMO-LUMO gap**: 8.645 eV
**ΔE to the lowest compared entry with this formula, charge and spin**: 155.5 kJ/mol

Molecular formula: C15H26AlClO2P2
Method: DFT, wB97M-V/def2-TZVPD

XYZ file:
```
47
C15H26AlClO2P2 wB97M-V/def2-TZVPD
C -3.227 0.056 1.600
C -1.882 -0.521 1.314
H -4.007 -0.575 1.156
H -3.321 1.075 1.188
H -3.369 0.098 2.685
O -1.025 -0.788 2.173
Cl 2.135 -0.221 -1.649
Al 0.428 -0.356 -0.349
P -0.791 0.778 -2.302
C -2.523 1.340 -2.338
C 0.123 2.193 -3.011
H 0.632 1.861 -3.925
H -1.634 -0.373 -4.254
H 0.870 2.567 -2.300
H 0.168 -0.355 -4.219
H -2.546 2.437 -2.362
H -0.589 2.992 -3.252
C -0.743 -0.487 -3.623
H -3.003 0.940 -3.240
H -0.744 -1.490 -3.176
H -3.061 0.977 -1.455
P 0.881 1.567 1.041
C 1.279 1.157 2.768
C 2.343 2.502 0.476
H -1.043 2.835 0.245
H -0.004 3.803 1.331
H -1.108 2.567 2.010
C -0.448 2.810 1.167
H 2.108 3.070 -0.432
H 2.659 3.185 1.274
H 1.974 1.905 3.172
H 1.736 0.163 2.814
H 3.154 1.799 0.247
H 0.355 1.132 3.358
C -1.548 -0.904 -0.111
O -2.248 -1.645 -0.788
C 2.042 -4.461 1.648
C 2.693 -3.245 1.886
C 2.214 -2.060 1.294
C 1.051 -2.080 0.522
C 0.414 -3.285 0.272
C 0.909 -4.482 0.830
H 2.418 -5.383 2.095
H 3.581 -3.207 2.521
H 2.777 -1.135 1.448
H -0.477 -3.335 -0.358
H 0.396 -5.424 0.611
```

Summary:
**HOMO energy (spin up / spin down)**: -15.3480 / -15.3465 eV
**Electronic energy**: -57752.6434 eV
**Charge**: +2
**HOMO-LUMO gap (spin up / spin down)**: 4.651 / 4.619 eV
**ΔE to the lowest compared entry with this formula, charge and spin**: 266.3 kJ/mol

Molecular formula: C15H26BrClI2N2O5PS
Method: DFT, wB97M-V/def2-TZVPD

XYZ file:
```
54
C15H26BrClI2N2O5PS wB97M-V/def2-TZVPD
C 2.964 2.629 0.605
C 2.396 1.252 1.088
C 1.376 1.322 2.256
I 2.171 2.496 3.917
C -0.094 1.705 1.816
I -1.078 2.159 3.741
C -0.949 0.441 1.352
Br -0.036 -1.121 0.623
C -1.813 1.057 0.253
N -2.813 0.212 -0.211
C -3.777 0.142 0.655
C -4.440 1.377 1.261
C -4.279 -1.208 1.149
N -1.499 2.261 -0.108
P -2.312 3.216 -1.409
O -3.338 2.201 -2.149
Cl -0.848 3.604 -2.819
C -0.301 2.725 0.702
C -0.645 4.213 1.039
C 0.344 4.888 2.035
O 1.272 5.514 1.680
H 2.597 2.788 -0.428
H 2.640 3.491 1.197
H 4.057 2.592 0.511
H 2.034 0.689 0.218
H 3.255 0.684 1.483
H 1.305 0.305 2.669
H -1.473 0.121 2.255
H -5.527 1.260 1.143
H -4.189 1.441 2.337
H -4.104 2.318 0.804
H -4.685 -1.043 2.159
H -5.092 -1.594 0.516
H -3.438 -1.907 1.234
H -4.257 2.443 -1.948
H 0.466 2.830 -0.085
H -1.656 4.258 1.485
H -0.628 4.867 0.151
H 0.100 4.781 3.115
O 1.424 -3.730 -0.896
S 1.918 -3.723 -2.243
O 1.035 -3.873 -3.356
O 3.097 -4.785 -2.365
C 2.847 -6.136 -1.933
C 2.067 -6.924 -2.966
C 2.902 -2.280 -2.490
H 2.340 -6.140 -0.966
H 3.823 -6.596 -1.786
H 1.049 -6.545 -3.064
H 2.011 -7.975 -2.681
H 2.537 -6.846 -3.947
H 3.617 -2.198 -1.674
H 2.233 -1.421 -2.494
H 3.412 -2.362 -3.447
```

Summary:
**HOMO energy**: -11.4956 eV
**Electronic energy**: -148076.5673 eV
**Charge**: +1
**HOMO-LUMO gap**: 7.342 eV

Molecular formula: C15H26CaF6N3O24S6
Method: DFT, wB97M-V/def2-TZVPD

XYZ file:
```
81
C15H26CaF6N3O24S6 wB97M-V/def2-TZVPD
Ca -0.559 0.077 -0.220
N -4.042 1.543 2.626
S -4.270 0.363 3.684
O -4.339 0.725 5.065
O -3.663 -0.904 3.378
F -5.796 0.021 3.297
S -2.433 1.705 2.733
O -1.687 0.819 1.893
O -1.904 2.004 4.017
F -2.337 3.108 2.002
N -2.306 -1.909 -4.228
S -1.942 -2.591 -2.806
O -1.413 -1.648 -1.873
O -1.319 -3.866 -2.827
F -3.399 -2.893 -2.321
S -0.820 -1.623 -4.791
O -0.020 -2.773 -5.072
O -0.174 -0.453 -4.278
F -1.279 -1.190 -6.265
N -2.233 1.140 -1.331
S -3.893 0.783 -1.334
O -4.443 0.300 -2.542
O -4.650 1.600 -0.469
F -3.682 -0.566 -0.520
S -2.221 2.289 -2.430
O -2.660 3.582 -2.015
O -2.537 1.850 -3.745
F -0.643 2.518 -2.578
C 5.143 0.405 -4.438
C 4.197 1.006 -3.447
C 3.081 1.925 -3.945
O 2.106 1.777 -2.930
C 2.268 0.569 -2.355
O 1.534 0.079 -1.559
O 3.362 -0.022 -2.856
H 4.692 0.062 -5.366
H 5.797 -0.316 -3.949
H 5.857 1.175 -4.762
H 4.745 1.463 -2.616
H 2.683 1.594 -4.906
H 3.465 2.940 -4.032
C 4.747 -2.436 3.353
C 3.784 -1.266 3.363
C 4.350 0.057 2.780
O 3.386 0.441 1.798
C 2.344 -0.424 1.843
O 1.276 -0.206 1.391
O 2.733 -1.559 2.457
H 5.130 -2.532 2.337
H 4.226 -3.329 3.698
H 5.567 -2.314 4.062
H 3.550 -1.052 4.411
H 5.332 -0.145 2.345
H 4.467 0.876 3.486
C 1.000 4.730 -1.150
O 0.703 4.442 0.204
C 0.572 3.160 0.529
O 0.384 2.259 -0.246
O 0.639 2.961 1.830
C 0.888 3.986 2.775
H 1.408 5.739 -1.210
H 0.117 4.814 -1.788
H 1.657 3.998 -1.614
H 0.954 3.497 3.745
H 0.063 4.690 2.858
H 1.860 4.440 2.582
C -5.245 -3.194 1.028
C -3.890 -3.807 1.303
O -2.955 -2.761 1.004
C -1.733 -2.734 1.456
O -0.977 -1.839 1.150
O -1.408 -3.777 2.219
C -0.020 -3.838 2.547
H -6.080 -3.893 1.005
H -5.168 -2.779 0.019
H -5.479 -2.376 1.706
H -3.683 -4.692 0.699
H -3.802 -4.095 2.352
H 0.332 -2.999 3.139
H 0.560 -3.906 1.623
H 0.143 -4.803 3.021
```

Summary:
**HOMO energy**: -6.7016 eV
**Electronic energy**: -169347.6011 eV
**Charge**: -1
**HOMO-LUMO gap**: 8.133 eV

Molecular formula: C15H26CaNO2P
Method: DFT, wB97M-V/def2-TZVPD

XYZ file:
```
46
C15H26CaNO2P wB97M-V/def2-TZVPD
C -2.608 0.529 -3.240
C -2.377 -0.709 -2.637
C -1.590 -0.805 -1.467
C -1.017 0.343 -0.952
C -1.223 1.577 -1.545
C -2.047 1.682 -2.689
C -1.448 -2.162 -0.799
C -0.059 -2.832 -0.859
N 1.086 -1.911 -0.594
Ca 0.432 -0.107 0.997
C -0.564 2.819 -0.975
P 1.090 2.414 -0.231
H -2.815 -1.628 -3.037
H -2.230 2.675 -3.115
H -3.226 0.594 -4.136
H -1.152 3.255 -0.145
H -0.415 3.601 -1.739
H -1.778 -2.112 0.259
H -2.137 -2.855 -1.306
H -0.025 -3.633 -0.104
C 1.487 3.996 0.594
C 2.098 2.529 -1.757
H 0.091 -3.298 -1.850
C 1.681 -1.416 -1.852
C 2.106 -2.561 0.253
H -0.696 0.811 3.672
H 2.183 -2.233 -2.401
H 0.902 -0.984 -2.490
H 2.421 -0.634 -1.630
H 2.632 -3.369 -0.282
H 2.858 -1.825 0.584
H 1.618 -2.993 1.139
H 2.103 3.557 -2.143
H 3.125 2.227 -1.518
H 1.703 1.856 -2.527
H 1.564 4.829 -0.121
H 0.709 4.221 1.338
H 2.447 3.872 1.113
H 0.795 0.060 4.140
C -1.462 -1.704 5.487
O -0.838 -0.528 5.058
C -0.235 -0.178 3.829
O -0.357 -1.064 2.818
H -2.499 -1.457 5.695
H -0.968 -1.953 6.422
H -1.365 -2.493 4.740
```

Summary:
**HOMO energy**: -7.3376 eV
**Electronic energy**: -49288.5507 eV
**Charge**: 0
**HOMO-LUMO gap**: 7.295 eV
**ΔE to the lowest compared entry with this formula, charge and spin**: 96.9 kJ/mol